[1]
{"formula": "C20H31BrN4O6", "method": "ωB97M-V/def2-TZVPD", "smiles": "COCc1ccc(Br)c2c1C(=O)N(C)C2=O.CNC(C)=O.CNC(C)=O.CNC(C)=O", "lumo_energy_ev": -0.74, "total_energy_ha": -4025.17291, "elements": ["C", "O", "C", "C", "C", "C", "C", "Br", "C", "C", "C", "O", "N", "C", "C", "O", "H", "H", "H", "H", "H", "H", "H", "H", "H", "H", "C", "N", "C", "C", "O", "H", "H", "H", "H", "H", "H", "H", "C", "N", "C", "C", "O", "H", "H", "H", "H", "H", "H", "H", "C", "N", "C", "C", "O", "H", "H", "H", "H", "H", "H", "H"], "coordinates": [[1.596880, -2.193910, 5.156680], [0.558071, -2.596133, 4.255166], [-0.040848, -1.495032, 3.576440], [0.231572, -1.503273, 2.039316], [-0.386640, -2.453782, 1.099276], [-0.109987, -2.452621, -0.339924], [0.795012, -1.443831, -0.917254], [1.241139, -1.327016, -2.795705], [1.380314, -0.506673, 0.009499], [1.130144, -0.525749, 1.459037], [1.972375, 0.607805, 2.090440], [2.183898, 0.733942, 3.271083], [2.487336, 1.442381, 1.037760], [3.865718, 1.943226, 1.214088], [2.340303, 0.678708, -0.194998], [2.950263, 1.061346, -1.161629], [2.450634, -2.918168, 5.025486], [1.279130, -2.218267, 6.236400], [2.012963, -1.174102, 4.960653], [0.252733, -0.490373, 3.969423], [-1.158163, -1.575751, 3.705425], [-1.096936, -3.215018, 1.492448], [-0.594049, -3.200609, -1.014433], [4.122796, 2.125286, 2.294565], [4.585732, 1.151880, 0.868184], [4.084885, 2.891413, 0.672310], [5.671739, -1.891424, -3.244827], [5.168109, -2.358576, -4.520723], [5.190021, -3.620973, -5.027416], [5.810032, -4.707651, -4.186774], [4.716904, -3.845471, -6.130851], [4.842304, -1.447515, -2.689715], [6.423242, -1.122383, -3.434948], [6.113435, -2.691372, -2.657242], [4.738334, -1.687485, -5.139687], [5.751906, -5.652008, -4.724000], [6.860747, -4.483146, -3.994375], [5.268382, -4.811645, -3.244783], [-0.296727, 4.281715, -0.370257], [-1.060910, 3.312945, 0.389541], [-2.171897, 2.628605, 0.009361], [-2.717081, 2.876840, -1.372577], [-2.698311, 1.838568, 0.783445], [0.730128, 3.920290, -0.459993], [-0.291671, 5.226378, 0.177339], [-0.710956, 4.441699, -1.361536], [-0.757515, 3.092541, 1.326678], [-3.600846, 2.260910, -1.525548], [-3.004000, 3.923799, -1.482669], [-1.972750, 2.608237, -2.125104], [-8.493459, 0.574772, 0.770802], [-7.898275, 1.555887, -0.112939], [-6.661035, 2.119436, -0.038132], [-5.759377, 1.699279, 1.092612], [-6.313274, 2.940636, -0.875895], [-8.751295, -0.309998, 0.184795], [-9.407646, 0.996938, 1.193570], [-7.821924, 0.290715, 1.575899], [-8.441903, 1.887120, -0.895892], [-4.814207, 2.232240, 1.015482], [-6.219166, 1.945844, 2.052299], [-5.556334, 0.628573, 1.034323]], "forces_ev_per_angstrom": [[1.1855, -0.3478, 0.4896], [0.3578, 1.2451, 0.0910], [-1.3315, 0.1809, -0.8561], [0.7813, 0.2792, -1.5313], [1.1992, 1.1834, -0.7678], [0.8564, 1.4459, 0.9511], [-0.2903, 0.0478, 2.4007], [-0.4551, -0.2907, 1.1958], [-0.4021, -0.0972, 1.3782], [-0.7785, -1.1289, -2.0980], [-0.6401, -0.5120, -0.2510], [0.1159, 0.2755, -0.5549], [-0.0718, -2.4680, 0.4557], [1.3175, 0.2365, 0.6719], [-0.1860, 0.8662, -0.2720], [-0.5092, -0.8850, 0.0351], [-0.8624, 0.6390, 0.2325], [0.0035, -0.0984, -1.0363], [-0.5429, -0.7671, -0.1140], [-0.0316, -1.0025, -0.1726], [0.9767, 0.0080, -0.0939], [0.6760, 0.6966, -0.3233], [0.5054, 0.7981, 0.7701], [-0.7945, -0.2262, -0.9828], [-0.6002, 0.8273, 0.1305], [-0.5195, -0.8492, 0.2084], [-0.2790, 0.3966, -0.3411], [0.0991, -0.4020, 0.0420], [-0.2226, 0.1167, -0.4094], [0.0250, -0.1024, 0.0141], [0.0625, -0.0777, 0.1077], [0.1643, 0.0139, 0.2176], [0.0704, -0.0198, 0.2835], [-0.0464, -0.0227, -0.1229], [0.0294, -0.0242, 0.0641], [-0.0576, 0.1438, -0.0609], [-0.0552, -0.0198, 0.1654], [0.1601, 0.0276, 0.0630], [0.1808, -0.1237, 0.4912], [-0.2579, -0.1434, -0.1998], [-0.0073, -0.1757, 0.2235], [-0.0515, -0.0985, -0.0465], [0.2285, 0.0139, -0.0760], [0.0329, 0.1684, -0.1793], [0.0820, 0.1061, -0.2184], [-0.0432, -0.0756, 0.0843], [0.0141, 0.0460, -0.0614], [0.0340, 0.0810, 0.1340], [0.0572, -0.0336, -0.1271], [-0.0001, 0.1628, -0.0287], [-0.2679, 0.2022, -0.4333], [0.2962, 0.0658, 0.0978], [0.0193, 0.2006, -0.2007], [-0.0472, 0.1958, 0.0179], [0.0241, -0.0678, 0.0519], [-0.0358, -0.1272, 0.2326], [0.0018, -0.2035, 0.1736], [0.0255, 0.0803, -0.0884], [0.0155, -0.0412, 0.0600], [-0.1875, -0.1538, -0.0671], [-0.0275, -0.1895, 0.0177], [0.0047, 0.0240, 0.1624]], "lowdin_charge": [-0.105, -0.179, -0.177, -0.070, 0.017, -0.059, -0.564, 0.737, -0.089, 0.008, -0.343, 0.102, -0.003, -0.039, -0.367, 0.083, 0.095, 0.093, 0.077, 0.117, 0.136, 0.120, 0.109, 0.100, 0.107, 0.095, -0.076, 0.003, -0.558, -0.014, 0.026, 0.069, 0.083, 0.074, 0.139, 0.082, 0.083, 0.083, -0.072, 0.007, -0.540, -0.001, 0.007, 0.075, 0.083, 0.076, 0.135, 0.077, 0.092, 0.085, -0.082, -0.002, -0.546, -0.011, 0.019, 0.081, 0.081, 0.073, 0.137, 0.051, 0.087, 0.091]}



[2]
{"formula": "C20H31MgO2", "method": "ωB97M-V/def2-TZVPD", "lumo_energy_ev": 1.71, "charge": -1, "e_above_lowest_kcal_mol": 67.58, "total_energy_ha": -1131.05864, "elements": ["O", "C", "C", "H", "H", "C", "H", "H", "C", "H", "H", "H", "C", "H", "H", "H", "Mg", "C", "C", "C", "H", "C", "C", "H", "H", "H", "H", "C", "C", "C", "H", "C", "C", "H", "H", "H", "H", "O", "C", "C", "H", "H", "C", "H", "H", "C", "H", "H", "H", "H", "C", "H", "H", "H"], "coordinates": [[0.163621, -1.279730, -2.336580], [0.179283, -2.783275, -2.481894], [1.429961, -2.837123, -3.319472], [-0.738347, -3.121082, -2.989003], [0.239151, -3.235391, -1.478166], [1.308549, -1.293112, -3.280385], [1.373940, -3.331256, -4.286482], [2.298148, -3.181706, -2.767132], [0.915953, -0.680736, -4.599471], [-0.020178, -1.076286, -5.004568], [1.660976, -0.828970, -5.395725], [0.843175, 0.393859, -4.442766], [2.644817, -0.726210, -2.827362], [3.009752, -1.191382, -1.900561], [2.571052, 0.360178, -2.735097], [3.405386, -0.966514, -3.594266], [-1.833721, 0.564631, -1.006162], [-0.622799, 2.581874, 3.955733], [-1.177347, 1.358445, 4.388864], [-0.219020, 0.319491, 4.198672], [-2.165513, 1.222096, 4.798232], [0.971235, 0.921335, 3.665648], [0.718206, 2.328346, 3.525161], [1.441628, 3.049665, 3.117503], [-1.104280, 3.559924, 3.987969], [-0.329908, -0.744469, 4.412509], [1.933934, 0.409797, 3.496127], [-2.692604, 3.482454, 0.729999], [-1.338275, 3.193479, 0.511217], [-1.161020, 2.739654, -0.830895], [-0.529698, 3.327107, 1.235907], [-2.519235, 2.655620, -1.417240], [-3.407858, 3.216872, -0.459964], [-4.455917, 3.403396, -0.644212], [-3.103689, 3.881680, 1.660266], [-0.201659, 2.816797, -1.332875], [-2.807691, 2.512511, -2.469081], [0.224204, -0.544720, 1.192855], [1.553893, -0.359515, 0.643263], [2.298778, -1.606552, 1.180787], [1.951142, 0.611534, 0.989694], [1.521531, -0.325292, -0.475612], [1.256384, -2.713774, 1.126257], [2.500122, -1.422838, 2.234629], [3.212983, -1.827645, 0.675729], [-0.094456, -1.961981, 1.212022], [1.385305, -3.361751, 1.974577], [1.340498, -3.350870, 0.265634], [-0.682858, -2.150513, 2.097312], [-0.790158, -2.208025, 0.352865], [-2.842806, 0.097392, 0.958047], [-3.008699, 0.822140, 1.770843], [-2.808212, -0.905651, 1.414645], [-3.697655, 0.186096, 0.302003]], "forces_ev_per_angstrom": [[1.2237, -1.6747, -0.9567], [-1.4273, 0.1653, 1.2001], [-0.4789, 0.6571, 0.3916], [0.2567, 0.1812, 0.2015], [-0.1170, 0.1667, -0.4782], [1.2262, -0.5624, -0.9949], [-0.1310, 0.1236, -0.0156], [0.0539, -0.1190, -0.0177], [-0.1060, 0.3213, -0.4856], [-0.0540, 0.0924, 0.3084], [0.0640, -0.0896, 0.4527], [-0.3115, 0.1803, -0.1792], [-0.0251, 0.3282, 0.2497], [-0.3144, 0.3409, -0.1154], [0.2640, -0.0310, 0.2411], [-0.4739, 0.1493, 0.1396], [0.2168, 0.1715, 2.8385], [0.8349, -0.2779, 0.0052], [0.6482, -0.4182, -0.3098], [0.7651, 0.9865, -0.1680], [-0.2107, -0.0066, -0.0032], [-0.7626, 0.5398, 0.6158], [-0.0696, -0.7830, 0.0478], [-0.3979, -0.2130, 0.2607], [0.0629, -0.2460, -0.0451], [-0.1193, 0.2566, 0.0247], [-0.5629, 0.3060, -0.0380], [-0.1552, 0.1310, -0.5650], [0.4043, -0.1181, -0.7624], [-0.7387, 0.3683, 0.5172], [-0.4141, -0.2115, -0.2409], [0.2537, 1.1569, -0.4656], [0.6462, -0.7022, 0.3006], [-0.1033, -0.2275, 0.1504], [0.1349, -0.2461, -0.3726], [-0.1447, -0.3108, -0.2351], [0.4114, 0.3483, 0.2476], [0.5970, -0.6789, -0.9574], [-0.6369, -0.5874, 0.1327], [-0.7881, 0.9944, 0.2007], [-0.3376, -0.5361, 0.1654], [-0.0519, -0.1989, 0.7433], [-0.4687, 0.3833, 0.4819], [0.2271, 0.1724, -0.0011], [0.7166, -0.2105, -0.4366], [0.0414, 0.9371, -1.3367], [-0.0260, -0.3809, 0.4489], [0.0049, -0.1579, -0.6919], [0.1025, 0.0372, 0.4625], [0.7325, 0.1997, 0.5467], [0.0613, -0.6180, -0.7097], [0.8011, 0.0216, -0.5785], [-0.0480, 0.2483, -0.4065], [-1.2756, -0.3588, 0.1924]], "lowdin_charge": [-0.128, -0.124, -0.086, 0.122, 0.093, -0.564, 0.115, 0.109, -0.031, 0.090, 0.093, 0.086, -0.032, 0.080, 0.092, 0.100, 0.910, -0.233, -0.221, -0.210, 0.048, -0.224, -0.227, 0.051, 0.055, 0.050, 0.052, -0.130, -0.125, -0.274, 0.086, -0.319, -0.158, 0.080, 0.096, 0.077, 0.069, -0.193, -0.178, -0.155, 0.120, 0.081, -0.159, 0.100, 0.087, -0.184, 0.097, 0.072, 0.103, 0.096, -0.190, -0.018, -0.045, -0.103]}



no.,orbital gap (eV)
1,8.58
2,3.77